[1]
Entry from the OMol25 dataset: a molecular structure, C15H23O7SW (ωB97M-V/def2-TZVPD).

```
47
Properties=species:S:1:pos:R:3
W 0.332 -0.606 -0.590
C 3.090 -0.653 0.386
C 3.172 -1.806 -0.575
O 1.851 -1.918 -1.247
C 1.455 -3.297 -1.627
C -0.044 -3.353 -1.568
O -0.356 -2.644 -0.324
C -1.729 -2.641 0.171
C -1.589 -2.015 1.522
O -0.715 -0.837 1.368
C 0.098 -0.559 2.566
C 1.384 0.050 2.107
O 1.779 -0.834 1.017
H 3.890 -0.694 1.121
H 3.111 0.310 -0.116
H 3.940 -1.650 -1.328
H 3.340 -2.744 -0.053
H 1.830 -3.512 -2.624
H 1.904 -3.970 -0.902
H -0.521 -2.837 -2.399
H -0.391 -4.383 -1.530
H -2.361 -2.075 -0.514
H -2.105 -3.660 0.247
H -2.551 -1.701 1.920
H -1.105 -2.697 2.215
H -0.450 0.103 3.231
H 0.284 -1.509 3.061
H 1.271 1.065 1.725
H 2.129 0.039 2.899
C -2.286 4.559 1.530
C -1.734 3.698 0.429
C -1.213 4.272 -0.732
C -0.700 3.506 -1.785
C -0.771 2.143 -1.668
C -1.302 1.510 -0.526
C -1.781 2.298 0.514
S 0.176 1.076 -2.647
O 1.328 0.777 -1.605
O 0.577 1.459 -3.929
O -0.511 -0.289 -2.449
H -1.739 5.498 1.610
H -2.262 4.052 2.493
H -3.328 4.811 1.315
H -1.188 5.353 -0.818
H -0.250 3.975 -2.653
H -1.693 0.494 -0.605
H -2.268 1.834 1.365
```

Values from the calculation:
* strongest force on any atom: 0.03109 hartree/bohr
* spin multiplicity: 3
* electronic energy: -1576.1970 hartree
* orbital gap (spin up / spin down): 0.2751 / 0.2605 Eh
* charge: +3
* ⟨S²⟩: 2.009
* ΔE to the lowest compared entry with this formula, charge and spin: 0.873 eV

=====

[2]
Entry from the OMol25 dataset: C21H22ClN3O4S in the gas phase (ωB97M-V/def2-TZVPD).

```
52
Properties=species:S:1:pos:R:3
C -7.756 -2.971 0.368
C -7.285 -1.642 -0.192
H -7.571 -0.808 0.458
H -7.707 -1.456 -1.187
O -5.859 -1.676 -0.299
C -5.260 -0.532 -0.641
O -5.854 0.485 -0.881
C -3.752 -0.704 -0.695
C -3.211 -1.180 0.659
C -1.695 -1.353 0.562
N -1.036 -0.137 0.136
S -0.816 1.012 1.347
O -1.901 1.951 1.428
O -0.460 0.293 2.536
C 0.632 1.845 0.705
C 1.806 1.125 0.649
C 2.956 1.728 0.142
C 2.883 3.050 -0.304
C 1.698 3.757 -0.237
C 0.557 3.155 0.273
H -0.384 3.676 0.349
H 1.659 4.780 -0.581
H 3.781 3.501 -0.697
C 4.222 1.019 0.068
C 4.527 -0.255 0.528
N 5.832 -0.463 0.233
C 6.642 -1.525 0.454
C 7.941 -1.456 0.040
C 8.444 -0.306 -0.608
C 7.621 0.762 -0.826
C 6.285 0.700 -0.404
N 5.315 1.585 -0.499
H 7.963 1.658 -1.315
H 9.474 -0.289 -0.920
Cl 8.987 -2.802 0.312
H 6.225 -2.386 0.952
H 3.929 -0.987 1.030
H 1.802 0.110 1.009
C -1.550 0.407 -1.104
C -3.066 0.604 -1.082
H -3.315 1.369 -0.345
H -3.413 0.941 -2.059
H -1.268 -0.284 -1.907
H -1.043 1.359 -1.272
H -1.445 -2.141 -0.158
H -1.274 -1.608 1.535
H -3.679 -2.122 0.946
H -3.427 -0.428 1.420
H -3.542 -1.477 -1.445
H -7.324 -3.136 1.351
H -7.450 -3.782 -0.287
H -8.838 -2.969 0.451
```

Values from the calculation:
* strongest force on any atom: 0.02151 hartree/bohr
* electronic energy: -2137.0697 hartree
* SMILES string: CCOC(=O)C1CCN(S(=O)(=O)c2cccc(-c3cn4cc(Cl)ccc4n3)c2)CC1
* orbital gap: 0.3132 Eh
* charge: 0
* ΔE to the lowest compared entry with this formula, charge and spin: 0.775 eV

=====

[3]
Entry from the OMol25 dataset: a gas-phase ion, C40H74NO2 (charge +1) (ωB97M-V/def2-TZVPD).

```
117
Properties=species:S:1:pos:R:3
C 11.264 -3.285 4.290
C 9.990 -3.428 3.237
C 10.240 -2.687 1.793
C 8.750 -2.269 1.177
C 9.005 -1.885 -0.400
C 7.623 -1.242 -1.035
C 7.981 0.056 -2.013
C 7.049 -0.071 -3.366
C 5.459 -0.268 -3.014
C 4.930 0.712 -1.799
C 5.016 2.255 -2.355
C 3.506 2.931 -2.159
C 3.606 4.553 -1.927
C 2.225 4.995 -1.109
C 2.507 5.003 0.529
C 1.165 4.422 1.279
C 1.356 2.956 1.993
C -0.051 2.365 2.674
C -1.294 2.441 1.565
C -2.683 1.802 2.142
C -3.980 1.941 1.087
O -5.028 2.274 2.019
C -6.370 1.850 1.707
C -6.989 2.263 0.255
C -7.332 3.897 0.343
C -8.468 1.542 -0.043
C -8.221 -0.045 -0.376
C -9.093 2.281 -1.408
C -3.711 2.914 -0.248
N -3.288 2.063 -1.465
C -3.969 0.693 -1.343
C -3.858 0.503 0.319
C -4.479 -0.869 0.982
C -3.593 -2.230 0.676
C -2.775 -2.551 2.100
O -4.516 -3.380 0.413
C -3.757 -4.605 0.116
C -4.620 -5.795 -0.616
C -6.237 -5.807 -0.885
C -6.940 -7.143 -1.605
C -6.061 -8.468 -2.092
C -4.443 -8.459 -1.822
C -3.765 -7.149 -1.093
H 11.128 -4.159 5.089
H 12.315 -3.413 3.767
H 11.260 -2.282 4.896
H 9.068 -2.914 3.762
H 9.832 -4.597 3.069
H 10.943 -1.737 1.863
H 10.760 -3.438 1.035
H 8.360 -1.369 1.817
H 7.963 -3.159 1.258
H 9.843 -1.054 -0.545
H 9.279 -2.853 -1.040
H 7.103 -2.112 -1.640
H 6.927 -0.956 -0.136
H 7.780 1.089 -1.479
H 9.116 0.057 -2.365
H 7.156 0.895 -4.052
H 7.362 -1.011 -4.029
H 4.778 -0.040 -3.958
H 5.244 -1.395 -2.732
H 3.788 0.443 -1.635
H 5.516 0.583 -0.785
H 5.842 2.912 -1.831
H 5.251 2.311 -3.524
H 3.024 2.437 -1.195
H 2.850 2.628 -3.083
H 3.778 5.163 -2.913
H 4.491 4.729 -1.150
H 1.404 4.197 -1.416
H 1.848 6.027 -1.520
H 2.608 6.156 0.819
H 3.508 4.476 0.833
H 0.843 5.254 2.073
H 0.302 4.439 0.455
H 2.209 3.101 2.815
H 1.680 2.129 1.204
H 0.079 1.303 3.149
H -0.269 3.105 3.584
H -0.875 1.944 0.590
H -1.497 3.611 1.434
H -2.573 0.685 2.542
H -2.980 2.434 3.109
H -6.598 0.688 1.854
H -7.083 2.373 2.513
H -6.328 2.013 -0.675
H -6.690 4.382 1.226
H -7.099 4.467 -0.655
H -8.464 4.021 0.695
H -9.180 1.754 0.861
H -7.953 -0.570 0.651
H -7.333 -0.098 -1.161
H -9.209 -0.487 -0.857
H -9.867 3.135 -1.110
H -8.222 2.782 -2.055
H -9.574 1.440 -2.078
H -2.996 3.832 -0.130
H -4.671 3.446 -0.720
H -3.785 2.530 -2.278
H -2.293 2.106 -1.771
H -5.019 0.542 -1.839
H -3.100 -0.032 -1.719
H -2.685 0.282 0.403
H -5.526 -1.047 0.437
H -4.763 -0.755 2.134
H -2.867 -2.094 -0.239
H -2.334 -1.519 2.438
H -1.980 -3.401 1.955
H -3.512 -2.928 2.957
H -2.834 -4.383 -0.606
H -3.274 -5.102 1.088
H -6.897 -4.883 -0.538
H -8.112 -7.218 -1.796
H -6.554 -9.410 -2.615
H -3.785 -9.400 -2.142
H -2.612 -7.162 -0.882
```

Values from the calculation:
* strongest force on any atom: 0.09070 hartree/bohr
* electronic energy: -1772.5939 hartree
* orbital gap: 0.2477 Eh
* charge: +1

=====

[4]
Entry from the OMol25 dataset: 2 unconnected molecules or ions with the total composition CH7N2S (ωB97M-V/def2-TZVPD).

```
11
Properties=species:S:1:pos:R:3
S 0.171 1.245 -3.445
H 0.646 0.798 -2.153
N -0.580 0.826 0.776
C -0.247 -0.578 1.127
N 0.655 -1.214 0.171
H 0.113 1.416 0.367
H -1.495 1.007 0.488
H 0.354 -0.388 2.049
H -1.142 -1.144 1.210
H 0.052 -1.433 -0.679
H 1.473 -0.535 0.089
```

Values from the calculation:
* strongest force on any atom: 0.07172 hartree/bohr
* spin multiplicity: 2
* electronic energy: -549.9005 hartree
* orbital gap (spin up / spin down): 0.3556 / 0.2317 Eh
* charge: 0
* ⟨S²⟩: 0.753
* ΔE to the lowest compared entry with this formula, charge and spin: 0.665 eV